11
Properties=species:S:1:pos:R:3 method="wB97M-V/def2-TZVPD" homo_energy_ev="-2.32 / -2.32" orbital_gap_ev="6.37 / 6.38" charge=-1 e_tot_ev=-12279.3710
C -1.43 0.12 0.13
C -0.19 -1.60 -0.18
C 0.50 -0.41 -0.73
N -1.41 -1.11 0.37
N 1.91 0.03 0.42
O 2.58 0.99 -0.02
O 0.20 -2.74 -0.17
O -0.33 0.73 -0.46
H -2.12 0.77 0.63
H 1.01 -0.47 -1.58
H 2.55 -0.84 0.27


9
Properties=species:S:1:pos:R:3 method="wB97M-V/def2-TZVPD" homo_energy_ev="-15.15 / -15.15" orbital_gap_ev="6.84 / 6.84" charge=+1 e_tot_ev=-16964.0765
C 1.15 0.09 0.62
C -0.96 0.39 0.72
C 0.59 -0.36 -0.60
N 0.18 0.52 1.37
N -0.78 -0.18 -0.43
S 1.07 -1.12 -2.05
H 2.18 0.05 0.81
H -1.84 0.71 1.13
H -1.59 -0.10 -1.55


9
Properties=species:S:1:pos:R:3 method="wB97M-V/def2-TZVPD" homo_energy_ev=-8.77 orbital_gap_ev=9.05 e_tot_ev=-7626.0034
N 1.26 -0.41 -0.41
C -0.10 -0.08 -0.20
C -0.35 1.13 0.30
N -0.48 2.21 0.85
C -1.19 -1.00 -0.28
N -2.07 -1.76 -0.31
H 1.48 -1.39 -0.31
H 1.66 0.01 -1.23
H -0.21 1.29 1.59


9
Properties=species:S:1:pos:R:3 method="wB97M-V/def2-TZVPD" homo_energy_ev="-10.76 / -8.26" orbital_gap_ev="10.00 / 6.48" e_tot_ev=-7624.8774
N -0.12 -0.28 -1.25
C 0.50 0.31 0.60
C -0.55 0.79 -0.30
N -1.37 1.69 -0.30
C 0.26 -0.61 1.65
N 0.05 -1.40 2.47
H 0.35 -0.03 -2.12
H -0.71 -1.10 -1.33
H 1.50 0.74 0.54


9
Properties=species:S:1:pos:R:3 method="wB97M-V/def2-TZVPD" homo_energy_ev=-11.05 smiles=C#C.C#N.N#N orbital_gap_ev=12.02 e_tot_ev=-7627.6254
C -1.24 -1.49 -0.25
C -0.51 -1.54 0.70
H -1.90 -1.47 -1.09
H 0.15 -1.59 1.54
C -0.31 1.53 -1.24
N 0.66 2.13 -1.05
H -1.20 0.96 -1.41
N 2.38 1.20 1.28
N 1.80 0.36 1.71


10
Properties=species:S:1:pos:R:3 method="wB97M-V/def2-TZVPD" homo_energy_ev=-9.41 orbital_gap_ev=9.06 e_tot_ev=-9675.3034
H -1.27 -2.33 0.28
N -0.90 -1.87 -0.57
N -0.39 -0.82 -0.16
C 0.19 0.07 -1.07
C 0.68 1.17 -0.47
N 0.61 1.37 0.90
C 0.08 0.57 1.68
O -0.35 0.01 2.61
H 0.21 -0.14 -2.14
H 1.15 1.98 -1.02


10
Properties=species:S:1:pos:R:3 method="wB97M-V/def2-TZVPD" homo_energy_ev=-10.40 smiles="O=Cc1cnn[nH]1" orbital_gap_ev=10.48 e_tot_ev=-9675.3166
O -1.33 0.46 1.80
C -0.98 -0.47 1.12
C 0.19 -0.37 0.22
C -0.15 -0.41 -1.11
N 0.54 0.55 -1.78
N 1.34 1.13 -0.93
N 1.14 0.61 0.27
H -1.60 -1.37 0.96
H -0.91 -1.03 -1.57
H 1.74 0.88 1.03


10
Properties=species:S:1:pos:R:3 method="wB97M-V/def2-TZVPD" homo_energy_ev=-10.47 smiles="[H]/N=C1/N=CC(=O)N1" orbital_gap_ev=9.57 e_tot_ev=-9675.8384
H 2.32 -1.23 0.11
N 2.23 -0.30 -0.17
C 1.04 -0.06 -0.11
N 0.50 1.42 -0.08
C -0.73 1.28 0.06
C -1.25 -0.05 0.04
O -2.42 -0.53 -0.22
N -0.10 -0.78 0.15
H -1.49 2.13 0.05
H -0.10 -1.88 0.17


no.,maximum force (Eh/bohr)
1,0.095
2,0.136
3,0.064
4,0.076
5,0.038
6,0.017
7,0.012
8,0.123